169
Properties=species:S:1:pos:R:3:forces:R:3:mulliken_charge:R:1 method="wB97M-V/def2-TZVPD" total_energy_ha=-4987.48431 lumo_energy_ha=-0.1761 homo_lumo_gap_ev=4.99 e_homo_ev=-9.8 max_force_ha_per_bohr=0.2123 charge=+1
C -6.729 -0.838 -4.294 7.948 -0.451 7.467 -0.702
C -5.675 -0.973 -3.340 -6.299 0.888 -5.298 -0.116
N -4.586 -1.185 -2.268 0.966 -0.291 0.647 0.519
C -4.880 -2.129 -1.115 3.610 1.019 0.893 0.324
B -6.386 -2.849 -1.131 -2.436 0.616 1.585 0.815
C -6.860 -4.024 -2.180 -0.339 0.305 -0.133 -0.753
O -7.345 -2.310 -0.103 4.331 -0.784 -1.329 -0.689
C -3.751 -2.409 0.087 0.652 2.613 -2.818 0.278
C -4.036 -3.479 1.341 0.627 0.200 0.095 -1.082
C -3.279 -4.931 1.064 -0.058 -0.662 -0.296 -0.566
C -3.576 -5.566 -0.417 -0.244 -0.674 -0.364 0.184
C -3.629 -7.231 -0.262 0.973 1.270 -1.698 -0.511
S -5.469 -7.618 0.061 -2.738 -0.888 6.539 1.038
O -5.696 -9.004 0.711 1.333 4.648 -3.177 -0.553
O -6.103 -6.476 0.943 2.719 -3.636 -3.897 -0.517
Cl -6.428 -7.538 -1.803 0.876 -0.135 0.772 -0.179
C -2.305 -1.573 -0.007 -2.280 -0.339 -2.499 0.432
C -1.236 -1.831 1.216 -0.118 1.839 1.368 0.128
C -1.784 -0.899 2.492 -1.412 0.031 -0.787 -0.994
F 0.144 -1.367 0.945 -3.096 -1.303 0.055 -0.308
C -2.066 -0.569 -1.292 -2.135 -0.984 0.271 0.073
O -0.817 0.197 -1.449 -3.657 -3.165 -0.373 -0.284
C 0.152 -0.693 -2.153 1.940 -0.848 0.132 -0.572
C 0.734 -0.067 -3.552 1.241 -0.930 0.068 -0.114
C 2.346 0.259 -3.292 -0.268 0.903 0.331 -0.479
C 2.960 1.334 -4.390 -0.282 -1.567 -0.609 -0.895
C -3.251 -0.425 -2.416 0.451 -0.628 0.959 0.406
C -3.141 0.523 -3.780 -1.906 3.519 2.227 -1.005
I -2.262 -0.184 -5.686 -0.880 0.036 2.045 0.113
C -3.695 1.918 -3.664 1.285 -4.064 0.330 0.310
C -4.342 2.564 -2.291 0.814 0.708 -0.117 -0.771
I -3.569 3.120 -5.540 -0.389 -0.700 2.122 0.091
H -7.621 -0.482 -4.991 1.747 -0.904 1.198 0.459
H -7.549 -3.506 -2.998 1.562 -1.080 1.552 0.296
H -5.894 -4.453 -2.688 -2.087 0.568 0.722 0.272
H -7.540 -4.868 -1.680 1.746 1.906 -0.964 0.222
H -6.763 -1.830 0.577 -1.500 -0.674 -1.402 0.353
H -5.194 -3.600 1.562 2.453 0.070 -0.866 0.342
H -3.570 -3.051 2.351 -1.007 -0.660 -2.369 0.267
H -2.100 -4.866 1.175 -2.473 0.170 -0.210 0.200
H -3.616 -5.754 1.859 0.455 2.170 -1.577 0.464
H -2.772 -5.265 -1.244 -1.605 -0.753 1.995 0.439
H -4.622 -5.274 -0.878 2.082 -0.292 1.161 -0.438
H -2.933 -7.604 0.605 -1.852 0.441 -1.529 0.416
H -3.301 -7.717 -1.302 -0.965 0.783 2.432 0.106
H -1.205 -2.928 1.621 0.068 2.016 -1.446 0.000
H -1.601 -1.400 3.534 -0.018 1.065 -2.141 0.303
H -2.965 -0.843 2.331 2.506 -0.071 0.564 0.254
H -1.409 0.218 2.420 -0.458 -2.519 0.136 0.331
H -0.307 -1.767 -2.243 0.790 2.120 -0.116 0.346
H 1.072 -0.796 -1.400 -2.076 0.244 -1.629 0.372
H 0.730 -0.929 -4.378 -0.363 2.038 1.707 0.225
H 0.150 0.876 -3.940 1.065 -1.928 0.932 0.066
H 2.429 0.787 -2.228 -0.137 -1.295 -2.131 0.201
H 2.925 -0.782 -3.287 -1.157 2.375 0.099 0.345
H 3.313 0.693 -5.316 -0.792 1.359 1.624 0.362
H 2.068 2.032 -4.726 2.266 -1.227 0.706 0.170
H 3.902 1.913 -4.004 -2.241 -1.033 -0.641 0.237
H -5.513 2.563 -2.261 2.284 -0.001 -0.484 0.289
H -3.934 3.684 -2.235 -1.096 -2.456 -0.183 0.323
H -3.977 2.046 -1.297 -0.513 0.701 -2.250 0.189
C 2.421 5.284 -1.381 0.081 -0.278 0.001 -0.884
C 2.041 4.315 -2.465 0.767 0.058 -0.465 0.801
O 2.839 3.956 -3.329 -0.505 0.323 0.496 -0.647
N 0.768 3.828 -2.475 0.292 -0.052 -0.145 -0.044
C -0.309 4.121 -1.559 -0.100 -0.286 -0.307 -0.718
H 3.466 5.581 -1.506 -0.390 -0.064 -0.086 0.329
H 1.797 6.179 -1.444 0.152 -0.113 0.187 0.057
H 2.312 4.811 -0.401 -0.124 0.259 0.018 0.313
H 0.590 3.182 -3.235 -0.009 0.189 0.207 0.029
H -0.628 3.182 -1.101 -0.194 0.125 0.213 0.107
H -1.139 4.539 -2.135 -0.170 0.100 0.253 0.238
H -0.014 4.825 -0.781 0.071 -0.132 -0.197 0.403
C 4.352 5.210 3.759 -0.003 0.225 0.155 -1.232
C 3.771 4.718 2.463 -0.513 0.110 -0.678 0.751
O 2.944 5.369 1.828 0.266 -0.236 0.400 -0.637
N 4.187 3.508 1.992 -0.345 0.576 0.065 -0.028
C 5.140 2.598 2.580 -0.189 -0.121 -0.218 -0.670
H 3.923 6.187 4.003 0.025 -0.254 -0.202 0.348
H 4.108 4.515 4.567 0.248 0.036 -0.022 0.340
H 5.435 5.322 3.665 -0.054 -0.150 0.208 0.314
H 3.750 3.247 1.115 0.137 0.087 0.208 0.119
H 5.950 2.446 1.863 0.140 -0.197 0.231 0.271
H 4.634 1.645 2.757 0.295 -0.091 0.134 0.255
H 5.549 2.973 3.519 -0.044 -0.068 -0.217 0.168
C -2.471 -11.474 -5.103 0.132 -0.127 -0.173 -1.264
C -2.847 -10.042 -4.847 0.115 0.803 -0.291 0.789
O -2.440 -9.123 -5.556 -0.203 -0.539 0.524 -0.627
N -3.665 -9.771 -3.791 0.447 0.031 -0.462 -0.108
C -4.245 -10.697 -2.848 -0.237 0.364 0.162 -0.832
H -1.815 -11.529 -5.977 -0.183 0.159 0.220 0.273
H -1.933 -11.880 -4.242 -0.166 -0.117 -0.069 0.357
H -3.367 -12.066 -5.306 0.130 -0.077 0.152 0.369
H -3.872 -8.784 -3.685 -0.018 -0.267 -0.102 0.164
H -5.332 -10.600 -2.902 0.020 -0.276 0.211 0.268
H -3.909 -10.416 -1.847 -0.157 -0.323 0.124 0.232
H -3.960 -11.731 -3.050 0.000 0.254 -0.020 0.364
C 10.063 2.371 4.583 0.038 -0.124 0.241 -1.516
C 8.770 2.833 3.973 -0.618 0.071 -0.088 0.897
O 7.702 2.769 4.578 0.337 -0.092 -0.390 -0.582
N 8.801 3.335 2.705 -0.179 -0.234 0.685 -0.048
C 9.940 3.494 1.834 -0.283 0.181 -0.297 -0.964
H 9.877 1.997 5.594 -0.062 0.171 -0.247 0.290
H 10.490 1.560 3.988 0.124 0.161 0.020 0.446
H 10.765 3.207 4.648 0.059 -0.177 -0.062 0.386
H 7.890 3.624 2.365 0.281 -0.041 0.057 0.139
H 10.025 4.553 1.578 0.287 -0.110 -0.121 0.298
H 9.752 2.920 0.923 0.314 0.076 -0.052 0.297
H 10.868 3.154 2.294 -0.251 0.048 -0.007 0.378
C 7.360 3.750 7.327 0.129 0.171 -0.122 -1.033
C 8.221 3.631 8.553 0.650 0.057 0.433 0.644
O 9.440 3.783 8.512 -0.484 -0.066 -0.129 -0.680
N 7.613 3.346 9.740 0.397 0.158 -0.524 -0.112
C 6.209 3.133 9.997 0.232 -0.070 0.358 -0.747
H 7.988 3.979 6.461 -0.201 -0.136 0.439 0.142
H 6.844 2.804 7.138 -0.061 0.202 -0.086 0.336
H 6.636 4.559 7.454 -0.112 -0.145 -0.005 0.437
H 8.260 3.283 10.517 -0.231 -0.065 -0.057 0.199
H 5.883 3.874 10.732 -0.289 -0.128 -0.036 0.211
H 6.089 2.132 10.419 -0.277 0.084 0.010 0.205
H 5.601 3.223 9.096 0.218 0.024 0.086 0.373
C -2.459 -5.650 -10.146 -0.169 0.206 -0.173 -1.139
C -1.082 -6.135 -9.792 1.128 -0.056 -0.052 0.714
O -0.068 -5.620 -10.258 -0.571 -0.103 0.164 -0.663
N -0.973 -7.182 -8.926 0.004 0.650 -0.601 -0.122
C -2.030 -7.919 -8.275 0.409 -0.100 0.362 -0.743
H -2.383 -4.812 -10.845 0.139 -0.233 0.178 0.284
H -3.027 -6.450 -10.627 -0.102 0.096 0.171 0.320
H -2.976 -5.303 -9.247 -0.121 -0.152 -0.106 0.322
H -0.013 -7.450 -8.738 -0.266 0.072 -0.052 0.212
H -1.888 -7.831 -7.195 -0.335 -0.212 -0.247 0.343
H -1.938 -8.969 -8.564 -0.295 -0.029 0.184 0.212
H -3.021 -7.552 -8.544 0.225 0.000 -0.042 0.291
C 6.921 3.609 15.124 0.218 0.146 0.092 -1.307
C 6.541 2.640 14.040 0.300 -0.474 -0.756 0.812
O 7.339 2.281 13.176 -0.341 0.256 0.339 -0.647
N 5.268 2.153 14.030 0.614 0.188 -0.110 -0.144
C 4.191 2.446 14.946 -0.211 -0.295 -0.269 -0.858
H 7.966 3.906 14.999 -0.268 -0.170 -0.087 0.302
H 6.297 4.505 15.061 0.004 -0.088 0.193 0.349
H 6.812 3.136 16.104 -0.097 0.188 -0.021 0.367
H 5.090 1.507 13.270 0.046 0.156 0.219 0.231
H 3.872 1.507 15.404 -0.172 0.208 0.197 0.294
H 3.361 2.864 14.370 -0.121 0.066 0.305 0.285
H 4.486 3.150 15.724 0.030 -0.142 -0.201 0.324
C -11.240 -0.324 -7.595 0.130 0.063 -0.256 -1.357
C -10.379 -0.442 -6.369 0.115 -0.092 0.623 0.877
O -9.160 -0.291 -6.410 0.204 -0.016 0.164 -0.686
N -10.987 -0.728 -5.182 0.617 0.194 -0.766 -0.113
C -12.391 -0.940 -4.925 0.039 -0.074 0.452 -0.845
H -10.612 -0.094 -8.461 -0.055 -0.061 0.309 0.300
H -11.756 -1.270 -7.784 -0.107 0.177 0.024 0.371
H -11.964 0.486 -7.469 -0.062 -0.194 -0.043 0.358
H -10.340 -0.791 -4.405 -0.250 0.017 -0.155 0.141
H -12.717 -0.200 -4.190 -0.276 -0.124 -0.101 0.291
H -12.511 -1.941 -4.503 -0.303 0.086 -0.063 0.285
H -12.999 -0.850 -5.826 0.219 0.001 0.141 0.337
C 1.616 9.573 -1.482 -0.263 -0.068 0.010 -1.199
C 3.052 9.181 -1.688 0.777 -0.723 -0.222 0.774
O 3.383 8.029 -1.961 -0.280 0.752 0.102 -0.605
N 4.006 10.148 -1.566 -0.424 -0.528 -0.070 -0.183
C 3.827 11.546 -1.254 0.459 -0.018 -0.039 -0.851
H 0.976 8.695 -1.612 0.277 0.148 0.004 0.197
H 1.474 9.955 -0.467 -0.074 0.118 -0.152 0.356
H 1.323 10.326 -2.218 -0.047 0.047 0.197 0.380
H 4.947 9.806 -1.719 -0.251 0.092 0.037 0.241
H 4.240 12.132 -2.079 -0.150 0.250 0.163 0.288
H 4.389 11.765 -0.343 -0.169 0.290 -0.023 0.283
H 2.779 11.810 -1.108 0.188 -0.144 -0.046 0.324